# 1
C33H49Cl3GdN2O3PSi as an isolated structure at a distorted geometry. Source: OMol25; level of theory: the ωB97M-V functional and the def2-TZVPD basis.

As for the LUMO energy (alpha / beta): -0.049 / 0.004 Eh. The expectation value of S² is 16.231. For the energy above the lowest of the compared OMol25 structures with the same formula, charge and spin, the calculation gives 0.0 kcal per mole. As for the orbital gap (alpha / beta): 2.82 / 4.30 eV. Its multiplicity is 8. As for the HOMO energy (alpha / beta): -4.2 / -4.2 eV. The value obtained for the largest force on an atom is 3.06 eV/Å. The calculation puts the electronic energy at -4399.15956 a.u.

Each line ends with the Mulliken spin population.
Geometry (Å):
C 5.4285 -2.6031 -0.6329  -0.001
C 4.3386 -1.6541 -1.0898  0.003
H 6.4189 -2.2239 -0.9596  0.000
H 5.2727 -3.5871 -1.1057  0.000
H 5.4684 -2.7282 0.4652  0.000
C 4.3266 -1.2479 -2.4221  -0.005
C 5.1547 -1.8128 -3.5053  0.001
H 3.7297 -0.4021 -2.7250  0.000
H 4.7735 -2.7670 -3.9106  0.000
H 6.2338 -1.9587 -3.3121  0.000
H 5.1049 -1.0983 -4.3410  0.000
Gd -2.0345 -1.5212 -0.1679  7.565
Cl -0.4524 0.0705 1.4356  -0.106
Cl -3.1422 -3.5782 -0.9816  -0.040
H -6.4820 -0.3964 3.7267  -0.001
H -4.7351 0.2080 5.3549  0.000
C -5.7237 -0.5433 2.9485  0.002
C -4.4177 -0.7956 5.0692  0.000
N -4.4845 -0.9431 3.6191  -0.002
H -5.5875 0.4089 2.4080  0.001
C -3.4395 -1.4076 2.9457  0.020
O -3.3744 -1.4409 1.6766  -0.063
H -3.3955 -0.9532 5.4125  0.000
H -2.5887 -1.7475 3.5640  0.004
H -6.0568 -1.3245 2.2472  0.000
H -5.0728 -1.5153 5.5731  0.000
H 1.2454 -2.7812 -2.9286  0.002
H 2.1849 -0.1944 -4.4176  0.000
C 0.4689 -2.4869 -3.6540  -0.001
C 1.1547 -0.3705 -4.7613  0.000
N 0.3496 -1.0226 -3.7236  0.000
H -0.4927 -2.9403 -3.3796  0.001
C -0.4667 -0.2857 -2.9693  -0.015
O -1.3712 -0.7565 -2.2031  -0.041
H 0.6854 0.5859 -5.0085  0.000
H -0.3041 0.7954 -3.0761  0.003
H 0.7893 -2.8354 -4.6435  0.000
H 1.1822 -1.0174 -5.6459  0.000
O 2.9504 -1.9083 -0.2517  0.016
C 3.7162 -0.7768 -0.0121  0.003
C 2.2110 0.6793 -1.3788  0.010
C 3.1742 0.5645 -0.3708  -0.001
H 1.8220 -0.2538 -1.8059  -0.002
C 1.9626 1.9264 -1.9557  0.002
H 4.2253 -0.8100 0.9581  0.000
C 3.7529 1.7281 0.1741  -0.002
H 1.3810 1.9809 -2.8728  -0.001
C 2.5248 3.0798 -1.4082  0.000
C 3.4044 2.9799 -0.3245  0.001
H 4.5370 1.6073 0.9210  0.000
H 2.2949 4.0494 -1.8476  0.000
H 3.8618 3.8721 0.0956  0.000
Si 1.1999 -3.8548 1.2285  -0.020
Cl 0.2275 -2.5610 -0.5351  -0.077
C 0.0489 -5.3664 1.0262  -0.001
C 0.5676 -3.0187 2.7842  0.019
C 2.9343 -4.3558 1.0258  0.002
H -0.9754 -5.0720 0.7513  0.000
H -0.0049 -5.9351 1.9680  0.000
H 0.4178 -6.0527 0.2507  0.000
H 3.1141 -4.7287 0.0128  0.000
H 3.1285 -5.1711 1.7355  0.000
H 3.6178 -3.5376 1.2449  0.000
H 1.0204 -2.0277 2.9008  0.000
H 0.8318 -3.6331 3.6622  0.002
H -0.5304 -2.9057 2.7954  -0.003
C 0.2475 3.0526 1.5512  0.000
P -1.1848 2.3028 0.7503  -0.092
C -2.5925 2.5450 1.8196  -0.042
C -2.4810 2.2176 3.1810  -0.019
C -3.5371 2.4958 4.0410  0.008
C -4.7052 3.0881 3.5534  -0.020
C -4.8324 3.3619 2.1877  0.019
C -3.7915 3.0842 1.3118  -0.013
C -1.3333 3.1815 -0.8073  -0.125
C -1.9709 2.5803 -1.9110  -0.031
C -2.1053 3.2947 -3.0963  0.011
C -1.6362 4.6072 -3.1980  -0.007
C -1.0187 5.2068 -2.1002  0.002
C -0.8690 4.5120 -0.9080  -0.009
H 0.5775 2.4265 2.3887  0.002
H -0.0364 4.0495 1.9126  -0.007
H 1.0728 3.1279 0.8284  0.003
H -1.5748 1.7562 3.5742  0.001
H -3.4386 2.2665 5.1059  0.000
H -5.5151 3.3399 4.2419  -0.001
H -5.7466 3.8121 1.8038  0.000
H -3.8884 3.2945 0.2438  -0.005
H -2.3507 1.5602 -1.8289  0.051
H -2.5867 2.8198 -3.9539  0.000
H -1.7573 5.1632 -4.1289  -0.001
H -0.6510 6.2272 -2.1659  -0.001
H -0.3996 4.9997 -0.0507  0.002

=====

# 2
C33H49ClCsFKN7NaO17P as an isolated structure at a distorted geometry. Source: OMol25; level of theory: the ωB97M-V functional and the def2-TZVPD basis.

As for the LUMO energy: -0.143 Eh. As for the orbital gap: 1.08 eV. As for the HOMO energy: -5.0 eV. The value obtained for the largest force on an atom is 11.50 eV/Å. The calculation puts the electronic energy at -4631.33168 a.u.

Each line ends with the Mulliken charge.
Geometry (Å):
C -1.1925 -3.7770 -5.6183  -1.122
C -0.3462 -4.4882 -4.3584  1.832
C 0.3010 -5.8471 -5.0036  -1.216
C -1.5445 -4.8733 -3.2569  -2.248
C 0.6990 -3.3568 -3.8482  -1.454
C 1.7410 -3.7430 -2.6703  1.321
C 2.8802 -4.8741 -3.0591  -0.953
C 1.0842 -4.2172 -1.2413  -0.843
C 2.6233 -2.3682 -2.3008  0.172
C 2.2819 -0.8693 -2.9016  -0.605
C 3.1640 0.4811 -2.4611  -0.634
C 4.4510 0.3800 -1.4199  0.103
O 5.2413 1.5566 -1.0265  -0.360
C 5.1475 1.8429 0.4127  -0.418
C 4.0288 3.0354 0.6893  -0.171
O 3.3508 2.8881 2.0176  -0.284
C 3.9782 3.8331 2.9562  0.089
C 3.2233 3.9640 4.4071  -0.823
C 1.7707 3.2192 4.5047  0.297
C 1.4540 2.0661 5.6088  0.281
N 2.4376 1.5549 6.6444  -0.469
C 2.5883 2.6047 7.5593  0.639
O 3.0042 3.7973 8.0699  -0.408
C -0.0308 1.4764 5.5405  -0.443
N -1.1470 1.7575 4.6356  -0.614
N -0.7821 2.7174 3.7766  0.874
P -2.1217 3.1342 2.6111  0.746
O -2.6576 4.6303 2.8392  -0.555
O -3.5383 2.1021 2.9002  -0.345
O -1.6207 2.8061 0.9766  -0.409
C 0.4529 3.4634 3.6170  0.447
N 0.5291 4.5524 2.5426  -0.136
C 4.8188 -1.1047 -0.8255  -0.493
C 3.9164 -2.4113 -1.2395  -0.091
H -1.5038 -2.6723 -5.3872  0.061
H -0.4233 -3.7867 -6.5290  -0.095
H -2.0720 -4.4835 -5.9329  0.562
H -0.4917 -6.3412 -5.7330  0.316
H 1.3003 -5.5340 -5.5520  0.272
H 0.5033 -6.6155 -4.1312  0.300
H -2.4956 -5.1376 -3.8924  0.640
H -1.7447 -3.9730 -2.5053  0.278
H -1.2236 -5.8350 -2.6725  0.758
H 0.0468 -2.4360 -3.4574  0.067
H 1.3285 -2.9212 -4.7633  0.646
H 3.2760 -4.6408 -4.1352  0.232
H 2.3172 -5.9267 -3.0801  0.201
H 3.7365 -4.9916 -2.2706  0.344
H 0.6122 -5.2972 -1.2602  0.079
H 0.1844 -3.4821 -0.9666  0.135
H 1.8332 -4.1361 -0.3300  0.306
H 1.3865 -0.6706 -3.6269  0.466
H 2.8722 1.5558 -2.8844  0.241
H 5.0187 0.9023 1.1005  0.261
H 6.1954 2.3245 0.7216  0.237
H 4.6077 4.0520 0.5824  0.254
H 3.2528 3.0068 -0.2127  0.107
H 3.9609 4.9249 2.4743  -0.040
H 5.1106 3.5359 3.0833  0.279
H 3.9330 3.4948 5.2320  0.345
H 3.1570 5.1230 4.6850  0.225
H -0.2866 0.6559 6.3725  0.323
H -3.3083 1.2173 2.4735  0.274
H -2.2618 3.3288 0.3916  0.305
H -0.1425 5.3282 2.7385  0.371
H 1.4692 5.0014 2.5098  -0.121
H 5.7372 -1.1883 -0.1049  0.345
H 4.2337 -3.4543 -0.7657  0.061
O 1.9040 -3.2692 1.6701  -0.980
H 1.9952 -2.4571 2.1342  0.120
Na -0.8506 -3.1516 -8.3443  0.656
C 1.9767 8.4239 -1.1942  -1.579
C 1.9806 7.5743 0.0609  0.858
C 1.5159 8.3051 1.2843  -0.571
O 2.1741 7.6047 2.3258  -0.294
C 3.3192 7.0949 1.7779  0.614
O 4.2359 6.6113 2.4218  -0.622
O 3.3044 7.2086 0.4174  -0.356
H 2.5654 7.9465 -1.9843  0.364
H 0.9570 8.5824 -1.5577  0.357
H 2.4336 9.4025 -1.0114  0.386
H 1.4101 6.6521 -0.1045  0.260
H 0.4309 8.2633 1.4133  0.338
H 1.8399 9.3515 1.3180  0.306
O -2.9200 0.2423 7.0896  -0.667
Cl -4.2005 0.2863 6.4107  1.667
O -5.1925 -0.4131 7.2040  -0.705
O -4.0821 -0.3509 5.1137  -0.668
O -4.6076 1.6669 6.2356  -0.600
K -0.1559 -0.5399 -4.2529  0.873
F -4.4562 3.9301 4.2382  -0.559
N -1.5357 5.4332 -1.5199  0.964
O -2.5322 5.0248 -0.9007  -0.694
O -1.2662 4.9674 -2.6394  -0.687
O -0.8088 6.3072 -1.0195  -0.585
Cs -3.7639 -4.6466 -1.7691  1.034
C -6.2679 -2.7054 -9.2389  -0.783
C -4.8330 -2.9158 -8.9841  0.297
N -3.6993 -3.0821 -8.7828  -0.334
H -6.4466 -2.3109 -10.2448  0.281
H -6.8353 -3.6380 -9.1517  0.279
H -6.7045 -1.9936 -8.5302  0.281
N -5.0568 -7.9814 3.4509  0.003
C -5.3766 -6.8662 4.1807  -0.529
C -6.7493 -6.7754 4.2399  -0.392
C -7.2760 -7.8779 3.5255  -0.347
C -6.2088 -8.6076 3.0516  -0.497
H -4.1178 -8.2939 3.2407  0.201
H -4.6020 -6.2335 4.5931  0.421
H -7.3107 -5.9996 4.7441  0.401
H -8.3212 -8.1145 3.3738  0.379
H -6.1707 -9.5157 2.4649  0.369

=====

Q: Which value of electronic energy does entry 1 give?
A: -4399.15956 a.u.